A cluster of 2 separate species, C5H10FO3P in total in a non-equilibrium geometry, computed with ωB97M-V/def2-TZVPD.

## Properties
- ΔE to the lowest compared entry with this formula, charge and spin: 0.0 kcal/mol
- HOMO-LUMO gap (spin up / spin down): 0.291 / 0.291 Eh
- E_HOMO (spin up / spin down): -8.53 / -8.53 eV
- Charge: 0

Geometry (Å):
C -2.759 1.286 0.191
C -2.217 0.047 0.188
C 1.484 2.019 -0.386
C 1.712 -2.175 1.258
C -1.604 -0.644 -0.949
O 2.042 -0.692 -1.471
O 1.052 0.839 0.303
O 0.568 -1.571 0.660
F -1.655 -0.154 -2.154
P 0.875 -0.553 -0.593
H -3.184 1.818 0.991
H -2.428 1.927 -0.623
H -2.574 -0.717 0.931
H 2.429 2.349 -0.020
H 0.792 2.955 -0.205
H 1.500 1.876 -1.456
H 1.873 -1.471 2.187
H 2.432 -2.220 0.399
H 1.222 -3.117 1.674
H -1.562 -1.801 -0.926

An isolated molecule of C4H7NO, computed with ωB97M-V/def2-TZVPD.

## Properties
- ΔE to the lowest compared entry with this formula, charge and spin: 56.8 kcal/mol
- HOMO-LUMO gap: 0.384 Eh
- E_HOMO: -9.50 eV
- Structure (SMILES): CN1C[C@H]1C=O
- Charge: 0

Geometry (Å):
C -1.307 0.802 0.819
N -0.567 0.142 -0.266
C -0.284 -1.286 -0.265
C 0.792 -0.298 -0.006
C 1.668 0.319 -1.039
O 2.500 1.144 -0.755
H -1.535 0.154 1.692
H -2.240 1.197 0.368
H -0.665 1.631 1.165
H -0.605 -1.876 0.606
H -0.391 -1.782 -1.233
H 1.175 -0.214 1.010
H 1.459 0.067 -2.097

The ion C5H12FN2 with charge +1 in a non-equilibrium geometry, computed with ωB97M-V/def2-TZVPD.

## Properties
- ΔE to the lowest compared entry with this formula, charge and spin: 16.5 kcal/mol
- HOMO-LUMO gap: 0.438 Eh
- E_HOMO: -14.95 eV
- Structure (SMILES): C[C@@H]1N[C@H](F)C[N@H+]1C
- Charge: +1

Geometry (Å):
C -0.774 0.945 0.936
C -1.757 -0.240 0.582
C 0.373 -0.863 -0.346
C 0.274 -0.847 -1.861
C 1.697 0.940 0.872
N -0.781 -1.322 0.442
N 0.459 0.662 0.212
F -2.511 0.176 -0.456
H -1.215 1.852 0.752
H -0.404 0.953 1.949
H -2.456 -0.561 1.244
H 1.299 -1.410 0.138
H -0.563 -0.274 -2.274
H 0.373 -1.829 -2.214
H 1.123 -0.423 -2.310
H 1.574 0.338 1.753
H 2.416 0.630 0.200
H 1.657 1.978 1.102
H -1.298 -1.972 -0.069
H 0.515 1.268 -0.652

A cluster of 2 separate species, C3H5N3O in total in a non-equilibrium geometry, computed with ωB97M-V/def2-TZVPD.

## Properties
- ΔE to the lowest compared entry with this formula, charge and spin: 146.2 kcal/mol
- HOMO-LUMO gap: 0.354 Eh
- E_HOMO: -8.79 eV
- Structure (SMILES): C1=CN1.NN=C=O
- Charge: 0

Geometry (Å):
C 0.132 1.397 0.545
C 2.727 0.316 -0.090
C -1.061 0.931 0.560
N -0.178 0.367 -0.535
N 1.607 -1.485 0.906
N 2.402 -0.832 0.001
O 3.267 1.271 -0.483
H 1.015 1.894 0.997
H -2.121 0.795 0.881
H 1.654 -2.458 0.587
H 0.548 -1.197 0.722
H -0.574 0.812 -1.446

An isolated molecule of C8H14N2O3Si in a non-equilibrium geometry, computed with ωB97M-V/def2-TZVPD.

## Properties
- ΔE to the lowest compared entry with this formula, charge and spin: 0.0 kcal/mol
- HOMO-LUMO gap: 0.367 Eh
- E_HOMO: -9.34 eV
- Structure (SMILES): C=CO[Si@@](O)(/N=C/C)NC(=O)C(=C)C
- Charge: 0

Geometry (Å):
C 3.880 -2.603 -0.711
C -3.083 -0.444 -1.270
C 3.183 -1.952 0.203
C 1.200 2.193 0.883
C -2.954 -0.387 0.050
C -1.622 -0.125 0.673
C 2.056 3.397 1.021
C -4.091 -0.491 1.015
N 1.692 1.035 0.901
N -0.569 -0.802 0.169
O -1.473 0.669 1.586
O 0.967 -1.108 2.705
O 1.908 -1.558 -0.016
Si 1.016 -0.535 0.849
H 4.886 -2.921 -0.512
H 3.465 -2.834 -1.676
H -4.045 -0.582 -1.736
H -2.243 -0.323 -1.933
H 3.578 -1.706 1.177
H 0.128 2.382 0.772
H 1.632 4.066 1.768
H 3.068 3.117 1.300
H 2.077 3.930 0.071
H -3.985 -1.392 1.619
H -5.047 -0.517 0.498
H -4.062 0.362 1.691
H -0.737 -1.492 -0.547
H 0.311 -0.581 3.157

A structure of composition C26H19F15GeN3O3STi, computed with ωB97M-V/def2-TZVPD.

## Properties
- ⟨S²⟩: 0.757
- ΔE to the lowest compared entry with this formula, charge and spin: 5.9 kcal/mol
- HOMO-LUMO gap (spin up / spin down): 0.247 / 0.215 Eh
- E_HOMO (spin up / spin down): -14.11 / -14.11 eV
- Spin multiplicity: 2
- Charge: +2

Geometry (Å):
Ti 1.125 0.119 -1.242
F -3.185 -2.595 4.163
C -3.766 -1.394 4.087
C -3.194 -0.390 3.319
C -3.824 0.840 3.313
F -3.294 1.856 2.602
C -4.981 1.085 4.021
F -5.557 2.275 4.000
C -5.532 0.057 4.771
F -6.633 0.268 5.457
C -4.924 -1.188 4.810
F -5.447 -2.156 5.542
Ge -1.586 -0.739 2.354
S -1.725 0.793 0.585
C -1.491 -2.499 1.628
C -2.498 -2.922 0.773
F -3.466 -2.068 0.412
C -2.545 -4.200 0.259
F -3.513 -4.572 -0.563
C -1.549 -5.098 0.614
F -1.569 -6.322 0.131
C -0.529 -4.711 1.467
F 0.421 -5.572 1.795
C -0.514 -3.421 1.963
F 0.493 -3.090 2.780
C -0.004 -0.210 3.320
C 0.050 -0.249 4.706
F -1.022 -0.584 5.421
C 1.214 0.026 5.403
F 1.237 -0.022 6.720
C 2.366 0.349 4.706
F 3.476 0.617 5.358
C 2.354 0.395 3.319
F 3.457 0.703 2.647
C 1.174 0.116 2.675
F 1.175 0.159 1.306
C 4.361 0.411 -2.563
C 3.763 -0.205 -1.323
C 3.090 -1.554 -1.565
O 2.706 0.668 -0.791
H 5.193 -0.202 -2.913
H 4.743 1.408 -2.347
H 3.628 0.479 -3.371
H 4.519 -0.300 -0.546
H 2.308 -1.517 -2.352
H 2.677 -1.976 -0.643
H 3.789 -2.286 -1.966
O -0.189 -1.022 -0.586
N -0.686 0.238 -0.574
C 0.732 0.324 -5.541
N 0.868 1.674 -4.976
C 1.393 2.690 -5.904
C 0.742 1.875 -3.678
O 0.802 0.813 -2.897
N 0.541 3.055 -3.113
C 0.657 3.283 -1.670
C -0.037 4.193 -3.849
H 0.320 0.426 -6.542
H 0.051 -0.277 -4.948
H 1.705 -0.162 -5.606
H 2.158 2.205 -6.508
H 1.857 3.503 -5.356
H 0.613 3.073 -6.559
H -0.333 3.321 -1.216
H 1.157 4.236 -1.507
H 1.269 2.540 -1.159
H -0.544 3.839 -4.742
H 0.723 4.927 -4.108
H -0.775 4.662 -3.202